A) # C30H45BClGeN13O3RuSe

A molecular structure, C30H45BClGeN13O3RuSe (wB97M-V/def2-TZVPD, the Open Molecules 2025 dataset).

Calculated values
Net charge: +2
HOMO-LUMO gap: 5.6 eV
HOMO level: -0.4347 Ha
E_LUMO: -0.22997 Eh

Each line ends with the Mulliken charge.
Cartesian coordinates (Å):
1 Ru 1.1016 -0.1349 -0.5343  -0.750
2 C 0.5904 1.4005 3.4075  -2.091
3 C 0.1747 1.3487 2.0811  -1.046
4 N 1.0711 0.6676 1.3670  1.478
5 N 2.0599 0.2762 2.1954  0.362
6 C 1.7909 0.7155 3.4336  -0.131
7 B 3.4062 -0.3188 1.6571  0.481
8 N 3.1783 -1.6951 1.0108  -0.243
9 C 3.7198 -2.9076 1.2074  0.014
10 C 3.2702 -3.7519 0.2102  -1.638
11 C 2.4428 -2.9591 -0.5781  -0.221
12 N 2.4098 -1.7193 -0.1008  1.135
13 N 3.7704 0.6690 0.4932  0.005
14 C 4.9185 1.2616 0.1459  -0.241
15 C 4.6754 2.1187 -0.9161  -1.792
16 C 3.3214 1.9740 -1.1762  -0.222
17 N 2.7889 1.0788 -0.3342  0.846
18 N 4.4042 -0.3119 2.7676  0.232
19 C 5.1954 0.6858 3.2572  -0.272
20 C 5.7303 0.2531 4.4401  -0.958
21 C 5.1909 -1.0359 4.6169  -0.287
22 N 4.3894 -1.3682 3.6252  -1.056
23 H 0.0902 1.8779 4.2310  0.571
24 H -0.7339 1.7191 1.6388  0.928
25 H 2.4807 0.5227 4.2386  0.513
26 H 4.3659 -3.0777 2.0504  0.643
27 H 3.5055 -4.7932 0.0840  0.475
28 H 1.8627 -3.2306 -1.4457  0.399
29 H 5.8252 1.0627 0.6900  0.830
30 H 5.3740 2.7801 -1.3964  0.510
31 H 2.7017 2.4797 -1.8987  0.362
32 H 5.2854 1.6401 2.7687  0.683
33 H 6.4063 0.7856 5.0849  0.455
34 H 5.3568 -1.7278 5.4269  0.482
35 C -2.4597 -2.7554 -2.4181  -1.034
36 N -1.3225 -2.5485 -3.3157  0.109
37 C -1.4582 -2.9243 -4.7243  -1.060
38 C -0.2869 -1.8123 -2.8877  0.385
39 N -0.2425 -1.2554 -1.7178  0.576
40 N 0.7798 -1.6914 -3.7634  0.008
41 C 1.9209 -0.9936 -3.4728  0.286
42 N 2.9258 -1.1375 -4.3514  -0.403
43 N 1.9967 -0.2050 -2.4460  0.044
44 H -3.0667 -3.5619 -2.8165  0.381
45 H -3.0736 -1.8562 -2.3247  0.338
46 H -2.1136 -3.0682 -1.4321  0.382
47 H -2.3825 -3.4808 -4.8361  0.307
48 H -0.6565 -3.5944 -5.0445  0.390
49 H -1.5052 -2.0505 -5.3761  0.366
50 H -1.0876 -1.4057 -1.1844  -0.748
51 H 0.7727 -2.2725 -4.5849  0.233
52 H 2.8349 -1.6865 -5.1888  0.185
53 H 3.8034 -0.6683 -4.2065  0.205
54 H 2.9210 0.2063 -2.3935  -0.080
55 C -2.7319 4.3499 -1.9138  -1.254
56 Ge -1.4748 4.6853 -0.4579  0.767
57 C -2.2807 4.2357 1.2593  -1.152
58 C -0.7114 6.4705 -0.5668  -1.228
59 C 0.0777 3.4218 -0.5992  -1.354
60 Se -0.4711 1.6739 -1.2559  1.048
61 C -0.0117 2.0359 -3.1041  -1.241
62 H -3.6885 4.8041 -1.6547  0.443
63 H -2.9114 3.2848 -2.0661  0.382
64 H -2.3958 4.7984 -2.8487  0.343
65 H -3.1419 4.8697 1.4659  0.415
66 H -1.5668 4.3595 2.0745  0.328
67 H -2.6311 3.2005 1.2449  0.322
68 H -1.4851 7.2236 -0.4213  0.397
69 H -0.2702 6.6239 -1.5518  0.378
70 H 0.0581 6.6257 0.1887  0.379
71 H 0.4823 3.2682 0.4005  0.470
72 H 0.8914 3.7896 -1.2250  0.590
73 H -0.6123 2.8955 -3.3962  0.521
74 H -0.3014 1.1772 -3.7052  0.284
75 H 1.0446 2.2521 -3.2320  0.279
76 C -4.8514 -4.2157 0.6902  -1.107
77 C -5.1022 -2.9051 1.3776  0.834
78 C -6.3881 -2.3980 1.4883  -0.745
79 C -6.6260 -1.2076 2.1573  0.075
80 Cl -8.2420 -0.5959 2.2641  -0.209
81 C -5.5848 -0.5092 2.7373  -0.971
82 C -4.2916 -1.0021 2.6355  -0.465
83 C -4.0541 -2.1853 1.9550  1.058
84 O -2.8090 -2.7807 1.8214  -0.421
85 C -1.6522 -2.0750 2.1940  -1.177
86 C -1.2226 -1.1375 1.0739  1.097
87 O 0.0074 -1.3678 0.6659  -0.354
88 O -1.9442 -0.2941 0.5811  -0.585
89 H -5.7563 -4.5680 0.1992  0.407
90 H -4.5267 -4.9798 1.3978  0.308
91 H -4.0627 -4.1228 -0.0567  0.005
92 H -7.2180 -2.9391 1.0534  0.394
93 H -5.7778 0.4133 3.2659  0.436
94 H -3.4968 -0.4329 3.0935  0.228
95 H -0.8824 -2.8061 2.4232  0.437
96 H -1.8068 -1.4601 3.0837  0.310

***

B) # C30H45BClGeN13O3RuSe

A molecular structure, C30H45BClGeN13O3RuSe (wB97M-V/def2-TZVPD, the Open Molecules 2025 dataset).

Calculated values
Net charge: +2
HOMO-LUMO gap (alpha / beta): 3.4 / 3.4 eV
HOMO level (alpha / beta): -0.4152 / -0.4152 Ha
E_LUMO (alpha / beta): -0.29159 / -0.29152 Eh

Each line ends with the Mulliken charge.
Cartesian coordinates (Å):
1 Ru 0.6062 0.6683 0.2213  -1.019
2 C -3.1360 2.6887 0.3637  -1.762
3 C -2.2118 1.8832 -0.2903  -0.899
4 N -1.0599 1.8945 0.3818  1.167
5 N -1.2213 2.6694 1.4774  0.313
6 C -2.4626 3.1733 1.4767  0.073
7 B -0.0857 2.8556 2.5260  0.285
8 N 0.2753 1.4635 3.1073  -0.483
9 C 0.4890 1.0564 4.3782  0.111
10 C 0.8084 -0.2864 4.3546  -1.848
11 C 0.7786 -0.6349 3.0061  -0.411
12 N 0.4629 0.4285 2.2671  1.636
13 N 1.1382 3.3377 1.7230  0.089
14 C 2.0548 4.2730 1.9939  0.045
15 C 2.9739 4.3007 0.9560  -1.663
16 C 2.5357 3.3237 0.0681  -0.303
17 N 1.4171 2.7477 0.5321  0.668
18 N -0.5251 3.8574 3.5585  0.594
19 C -0.7544 5.1880 3.2967  -0.412
20 C -1.3858 5.7224 4.3783  -0.876
21 C -1.5190 4.6361 5.2801  -0.327
22 N -1.0129 3.5221 4.7843  -1.033
23 H -4.1573 2.8880 0.0773  0.492
24 H -2.3327 1.2914 -1.1845  0.739
25 H -2.7921 3.8592 2.2458  0.443
26 H 0.3592 1.7385 5.2005  0.624
27 H 1.0324 -0.9222 5.1969  0.493
28 H 0.9547 -1.5962 2.5486  0.505
29 H 1.9971 4.8693 2.8944  0.641
30 H 3.8374 4.9423 0.8542  0.497
31 H 2.9444 3.0337 -0.8913  0.534
32 H -0.4510 5.6375 2.3586  0.519
33 H -1.7183 6.7433 4.5145  0.445
34 H -1.9675 4.6358 6.2652  0.482
35 C 5.5204 1.1527 0.4864  -1.033
36 N 5.0491 -0.2312 0.4789  0.156
37 C 6.0537 -1.2876 0.6596  -1.231
38 C 3.7379 -0.4637 0.3275  0.487
39 N 2.8318 0.4611 0.4116  0.532
40 N 3.3782 -1.7632 0.0709  -0.109
41 C 2.0818 -2.2165 0.0537  -0.029
42 N 1.9248 -3.5432 0.1953  -0.307
43 N 1.0898 -1.4229 -0.1127  0.910
44 H 6.5968 1.1563 0.3532  0.457
45 H 5.2849 1.6582 1.4271  0.308
46 H 5.0840 1.7107 -0.3439  0.338
47 H 6.5139 -1.5780 -0.2877  0.335
48 H 5.6314 -2.1645 1.1474  0.452
49 H 6.8335 -0.9153 1.3165  0.433
50 H 3.2029 1.3511 0.6950  -0.607
51 H 4.1064 -2.4355 -0.0722  0.288
52 H 2.6987 -4.1747 0.2918  0.171
53 H 0.9901 -3.9243 0.2222  0.169
54 H 0.1927 -1.9295 -0.0530  0.110
55 C 1.7423 0.9054 -5.5530  -1.273
56 Ge 0.6438 -0.6268 -5.0458  0.703
57 C 1.7117 -2.2479 -4.8824  -1.147
58 C -0.8908 -0.8475 -6.2186  -1.206
59 C -0.1167 -0.3345 -3.2093  -1.191
60 Se 0.8621 0.9626 -2.1541  0.842
61 C 0.0478 2.5827 -2.8279  -1.197
62 H 2.4736 0.5913 -6.3012  0.433
63 H 2.2822 1.3067 -4.6942  0.362
64 H 1.1354 1.6991 -5.9965  0.348
65 H 2.3093 -2.4056 -5.7827  0.405
66 H 1.0597 -3.1150 -4.7483  0.367
67 H 2.3874 -2.1794 -4.0235  0.296
68 H -0.5509 -0.9898 -7.2478  0.401
69 H -1.5322 0.0365 -6.1882  0.378
70 H -1.4765 -1.7225 -5.9279  0.369
71 H -0.0638 -1.2664 -2.6446  0.354
72 H -1.1594 -0.0147 -3.2558  0.472
73 H 0.1849 2.6025 -3.9018  0.379
74 H 0.5502 3.4279 -2.3679  0.391
75 H -1.0058 2.6048 -2.5768  0.389
76 C -3.5049 -5.9131 1.0189  -1.260
77 C -4.4160 -4.9129 0.3714  0.903
78 C -5.3270 -5.2683 -0.5933  -0.728
79 C -6.1205 -4.3029 -1.2147  0.235
80 Cl -7.2043 -4.7640 -2.4424  -0.209
81 C -6.0248 -2.9465 -0.8567  -0.866
82 C -5.1236 -2.5635 0.0957  -0.412
83 C -4.3093 -3.5312 0.7151  0.717
84 O -3.4198 -3.2536 1.6488  -0.392
85 C -2.8306 -1.9640 1.7711  -0.824
86 C -1.6387 -1.8278 0.7929  0.809
87 O -0.9608 -2.8519 0.5648  -0.834
88 O -1.4812 -0.6315 0.3560  -0.641
89 H -3.4910 -6.8478 0.4602  0.418
90 H -3.8362 -6.1248 2.0413  0.298
91 H -2.4926 -5.5125 1.0893  0.136
92 H -5.4206 -6.3064 -0.8885  0.397
93 H -6.6704 -2.2159 -1.3278  0.409
94 H -5.0707 -1.5223 0.3878  0.338
95 H -2.4149 -1.9006 2.7726  0.213
96 H -3.5107 -1.1370 1.5970  0.224

***

Energetically preferred structure: A) | next structure: +32.5 kcal/mol

***

A) # C8H12F2N2Si

C8H12F2N2Si in the gas phase (wB97M-V/def2-TZVPD, the Open Molecules 2025 dataset).

Calculated values
Structure (SMILES): CC(C)CC(C#N)(C#N)[Si](C)(F)F
HOMO-LUMO gap: 11.1 eV
HOMO level: -0.3969 Ha
E_LUMO: 0.01248 Eh

Each line ends with the Mulliken charge.
Cartesian coordinates (Å):
1 C -0.9611 -1.6492 2.3591  -1.902
2 C -0.6987 -1.0521 0.9683  0.979
3 C -0.9449 -2.1941 -0.0964  -1.291
4 C 0.7700 -0.6860 0.7744  -1.378
5 C 0.9521 0.2517 -0.4839  1.595
6 C 0.9644 -0.4747 -1.7448  -0.183
7 N 1.0388 -1.0147 -2.7446  -0.514
8 C 2.1795 0.8957 -0.3025  -0.472
9 N 3.2333 1.3410 -0.2511  -0.520
10 Si -0.5010 1.9106 -0.6897  0.812
11 C 0.2908 3.1911 -1.8003  -0.955
12 F -1.9445 1.4266 -1.1594  -0.264
13 F -0.6188 2.3830 0.8574  -0.291
14 H -0.6689 -2.7705 2.5584  0.254
15 H -1.9509 -1.5623 2.5495  0.571
16 H -0.6018 -1.1070 3.1489  0.519
17 H -1.5246 -0.3398 0.7852  0.117
18 H -0.2804 -3.1497 0.0647  0.289
19 H -2.0112 -2.4975 0.0775  0.389
20 H -0.7574 -1.6735 -1.0082  0.362
21 H 1.3228 -1.6018 0.8198  0.448
22 H 1.2068 -0.0748 1.4621  0.534
23 H 1.5112 3.1783 -1.7074  0.294
24 H 0.0718 2.9915 -2.9117  0.297
25 H -0.0771 4.2781 -1.5250  0.309

***

B) # C8H12F2N2Si

2 unconnected molecules or ions with the total composition C8H12F2N2Si (wB97M-V/def2-TZVPD, the Open Molecules 2025 dataset).

Calculated values
HOMO-LUMO gap (alpha / beta): 6.1 / 8.0 eV
HOMO level (alpha / beta): -0.2772 / -0.3176 Ha
E_LUMO (alpha / beta): -0.05243 / -0.02205 Eh

Each line ends with the Mulliken charge.
Cartesian coordinates (Å):
1 C 0.2028 1.8793 -0.6733  -0.129
2 C -0.0103 -0.1121 1.2453  0.472
3 C -2.2689 -1.9877 0.4023  -1.174
4 C -2.2084 1.5005 -0.7763  -1.323
5 C 3.2362 0.4009 1.3623  -0.845
6 C -1.0062 -1.6143 -0.3803  -0.930
7 C -0.7790 0.8445 -0.9659  0.828
8 C -0.4366 -0.2941 -0.0805  -0.018
9 N 0.9019 2.7491 -0.4204  -0.488
10 N 0.4881 -0.0452 2.2973  -0.780
11 F 3.3573 -1.2297 -1.1147  -0.292
12 F 3.4640 1.0526 -1.6036  -0.208
13 Si 2.9180 0.1770 -0.4121  0.699
14 H -2.2343 -2.5393 1.2905  0.360
15 H -3.0235 -2.4305 -0.1481  0.391
16 H -2.6610 -0.9611 0.8328  0.254
17 H -2.3169 2.3784 -1.4658  0.391
18 H -2.3678 1.7213 0.3079  0.328
19 H -3.0190 0.7497 -1.0089  0.334
20 H 3.5027 1.4791 1.4899  0.280
21 H 2.3826 -0.1415 1.8448  0.276
22 H 4.0967 -0.1743 1.7642  0.379
23 H -0.2604 -2.4450 -0.4095  0.373
24 H -1.2784 -1.4690 -1.4048  0.325
25 H -0.6796 0.5112 -1.9732  0.496

***

Energetically preferred structure: A) | next structure: +51.3 kcal/mol

***

A) # CH6NP

2 unconnected molecules or ions with the total composition CH6NP (wB97M-V/def2-TZVPD, the Open Molecules 2025 dataset).

Calculated values
HOMO-LUMO gap (alpha / beta): 10.0 / 6.8 eV
HOMO level (alpha / beta): -0.3604 / -0.2548 Ha
E_LUMO (alpha / beta): 0.00880 / -0.00438 Eh

Each line ends with the Mulliken charge.
Cartesian coordinates (Å):
1 C -0.8388 -0.5049 0.7523  -0.895
2 N 0.4458 -0.0378 -1.3481  -0.451
3 P 0.9370 -0.4289 0.1791  0.082
4 H -1.2229 -1.4668 0.2448  0.284
5 H -1.4067 0.3139 0.3647  0.244
6 H -1.0894 -0.7964 1.8380  0.295
7 H 1.1147 0.4712 -1.9487  0.258
8 H -0.3779 0.4220 -1.4808  0.240
9 H 2.4385 2.0277 1.3987  -0.057

***

B) # CH6NP

2 unconnected molecules or ions with the total composition CH6NP (wB97M-V/def2-TZVPD, the Open Molecules 2025 dataset).

Calculated values
HOMO-LUMO gap: 8.1 eV
HOMO level: -0.2984 Ha
E_LUMO: 0.00078 Eh

Each line ends with the Mulliken charge.
Cartesian coordinates (Å):
1 C 0.8490 0.4979 -0.5645  -0.715
2 N -1.4340 -0.6849 -0.2762  -0.564
3 P -0.8374 0.9035 -0.0035  0.080
4 H 1.6233 0.9989 -0.0216  0.303
5 H 0.9694 0.9460 -1.6495  0.248
6 H 0.9059 -0.6926 -0.7647  0.236
7 H -2.4278 -0.8122 -0.1012  0.264
8 H -0.9050 -1.3658 0.2759  0.269
9 H -0.8485 1.1547 2.3212  -0.121

***

C) # CH6NP

A molecular structure, CH6NP (wB97M-V/def2-TZVPD, the Open Molecules 2025 dataset).

Calculated values
HOMO-LUMO gap: 9.3 eV
HOMO level: -0.3036 Ha
E_LUMO: 0.03989 Eh

Each line ends with the Mulliken charge.
Cartesian coordinates (Å):
1 C -1.3409 -0.1792 0.2295  -0.648
2 N 0.4071 0.5037 0.4038  -0.498
3 P 1.4376 -0.4501 -0.5550  -0.038
4 H -1.9219 0.5519 0.7640  0.260
5 H -1.4988 -0.1916 -0.8335  0.300
6 H -1.3127 -1.1566 0.6818  0.295
7 H 0.5666 0.3270 1.3944  0.256
8 H 1.1189 0.2109 -1.7476  0.031
9 H 2.5440 0.3840 -0.3373  0.043

***

Energetically preferred structure: C) | next structure: +20.8 kcal/mol